Density functional theory data (the ωB97M-V functional and the def2-TZVPD basis) for the molecule C21H23N3O3 at a distorted geometry.

The geometry in XYZ format:
```
50
Properties=species:S:1:pos:R:3:forces:R:3
C -1.838940 -3.738613 0.417934 -0.0251 0.0778 -0.0924
C -0.644531 -2.839758 0.496660 0.2070 -0.1624 -0.0902
C 0.444878 -3.039472 -0.329015 -0.1203 -0.0184 0.1101
C 1.497735 -2.142412 -0.251607 -0.3988 0.3004 0.5006
N 2.689084 -2.136233 -0.934213 0.2236 -0.0894 -0.1915
C 3.444705 -1.080229 -0.539635 0.0486 0.4137 0.1947
C 2.742499 -0.341963 0.403289 0.2897 -0.5987 -0.3635
C 1.492262 -1.028682 0.613841 0.0347 -0.4689 -0.3057
C 0.406705 -0.872989 1.471747 -0.0945 -0.1246 -0.0502
C -0.634925 -1.769927 1.399201 -0.0008 0.0927 0.1497
H -1.484247 -1.646952 2.056046 -0.0716 0.0147 0.0741
H 0.377473 -0.073137 2.192178 -0.0300 0.1212 0.0898
C 3.201076 0.931308 0.920337 0.0736 0.3098 0.1175
O 4.373242 1.265655 0.950965 -0.0539 0.0655 0.0888
C 2.119301 1.913452 1.365028 0.0504 0.2200 -0.1029
N 0.974586 1.852494 0.488849 0.0926 0.2709 0.0504
C -0.180738 2.575049 0.970323 -0.0509 -0.0134 0.0522
H 0.060169 3.621634 1.237890 -0.0329 -0.0836 -0.0054
C -1.275993 2.574092 -0.116724 -0.0060 0.2268 0.2734
N -1.085473 1.471591 -1.025131 0.0315 0.0920 -0.0271
C -1.809548 0.328501 -1.065182 -0.0564 -0.1741 -0.0850
O -1.469126 -0.641379 -1.718459 -0.0877 -0.2169 0.0365
C -3.118943 0.336931 -0.356431 -0.5700 0.7984 -0.2845
C -4.183684 1.200045 -0.416912 0.7135 -0.3898 -0.0296
C -5.223293 0.599423 0.328450 0.0522 -0.5231 0.2446
C -4.718451 -0.582386 0.778978 -0.7820 0.5001 0.0160
O -3.459192 -0.749969 0.360608 0.4738 -0.3760 -0.0294
H -5.143179 -1.357204 1.386241 0.0532 -0.1619 0.0721
H -6.204046 0.993113 0.499371 -0.2209 0.0059 0.0725
H -4.228770 2.131067 -0.945022 0.0876 0.1874 -0.1157
C 0.176218 1.507719 -1.744144 0.1928 -0.1584 -0.2881
C 1.246344 2.193683 -0.890029 -0.1688 0.0280 -0.0485
H 1.239951 3.286742 -1.051654 0.0882 -0.0369 0.0271
H 2.231483 1.821934 -1.172136 -0.0438 0.0519 -0.0790
H 0.451678 0.470402 -1.945903 0.0309 0.1660 -0.0036
H 0.043155 2.031577 -2.698383 0.0618 -0.0637 0.0070
H -2.257064 2.511423 0.348743 0.1429 0.1061 -0.0723
H -1.227611 3.501125 -0.699046 -0.0608 -0.0350 0.0810
H -0.545753 2.072111 1.870152 -0.0147 0.0442 0.0484
H 1.803970 1.642131 2.377009 -0.0126 0.0104 0.0560
H 2.574580 2.919329 1.415083 0.0131 -0.1724 0.0517
C 4.781631 -0.835696 -1.133272 0.0434 0.0678 -0.0502
H 5.137333 0.147889 -0.840112 0.0340 -0.0509 -0.0432
H 4.742965 -0.909215 -2.220290 0.0187 -0.0312 -0.0716
H 5.496090 -1.573289 -0.766437 0.0763 -0.0140 0.0108
H 2.955140 -2.803436 -1.639899 0.0043 0.0908 0.0750
H 0.474218 -3.868540 -1.020801 -0.0362 -0.1176 -0.0828
H -2.591921 -3.270767 -0.215746 -0.1172 -0.0270 -0.0411
H -1.578136 -4.701452 -0.014991 -0.0276 -0.0935 -0.0020
H -2.274909 -3.896708 1.402237 -0.0552 -0.0609 0.0559
```
Forces are in eV/Å.

Values from the calculation:
structure (SMILES) = Cc1ccc2c(C(=O)CN3CCN(C(=O)c4ccco4)CC3)c(C)[nH]c2c1
gap between HOMO and LUMO = 0.310 Eh
relative energy (zero: lowest compared OMol25 entry of this formula, charge and spin) = 2.725 eV
calculated total energy = -1204.0227 Eh
net charge = 0